[1]
The following is a DFT calculation (the ωB97M-V functional and the def2-TZVPD basis) of a structure of composition C4H14NOSn at a distorted geometry.

Values from the calculation:
Charge = -1
LUMO (spin up / spin down) = 0.13635 / 0.13362 hartree
Kohn-Sham gap (spin up / spin down) = 4.89 / 3.54 eV
E_HOMO (spin up / spin down) = -0.0433 / 0.0034 Ha

Each line ends with the Mulliken charge.
Element x y z (Å)
C  -0.2585  -1.2091  -1.5438  -1.3018
Sn  -0.5568  0.4376  -0.3015  0.4243
N  0.9270  1.7008  1.2875  -0.9383
H  -2.0417  1.3060  -0.1831  -0.1237
H  0.5276  2.3891  1.9075  0.2180
H  1.1959  0.5183  -0.1668  -0.1256
H  0.4983  -0.8726  -2.2634  0.3493
H  -1.1676  -1.5652  -2.0297  0.2826
H  0.3021  -1.7478  -0.7642  0.3211
H  1.3523  0.9006  1.7503  0.3726
H  1.5643  2.0900  0.5958  0.3385
C  -0.4067  -1.1966  3.7517  -1.0442
C  -1.1493  -0.5548  2.6546  0.4839
C  -2.2969  0.3349  2.9519  -1.2086
O  -0.7045  -0.7897  1.4880  -0.7259
H  -1.0845  -1.3190  4.5964  0.3499
H  0.4427  -0.5623  4.0427  0.1645
H  0.0091  -2.1607  3.4362  0.2791
H  -1.9621  1.3562  3.2065  0.1784
H  -3.0416  0.3896  2.1469  0.3429
H  -2.8200  -0.0279  3.8488  0.3630


[2]
The following is a DFT calculation (the ωB97M-V functional and the def2-TZVPD basis) of the molecule C8H8 at a distorted geometry.

Values from the calculation:
LUMO = 0.01237 hartree
Kohn-Sham gap = 8.16 eV
ΔE to the lowest compared entry with this formula, charge and spin = 126.1 kcal per mole
SMILES = C1=CC2=C(C1)CC=C2
E_HOMO = -0.2875 Ha

Each line ends with the Mulliken charge.
Element x y z (Å)
C  1.8480  1.2440  0.1933  -0.5080
C  0.8827  1.2435  1.0126  -0.4374
C  -0.1456  0.2577  0.6718  0.6301
C  0.2603  -0.3955  -0.4604  -0.2387
C  1.7932  -0.1481  -0.6482  -0.2619
C  -1.0313  -1.1985  -1.1161  -0.3397
C  -2.2051  -0.6995  -0.2758  -0.4677
C  -1.5148  -0.0137  0.8581  -0.6913
H  2.7898  1.8074  0.4085  0.2999
H  1.0272  1.6310  2.0169  0.3061
H  2.4486  -0.9764  0.1542  0.2061
H  2.1669  -0.2358  -1.8320  0.2672
H  -1.4673  -0.7515  -2.0266  0.2333
H  -1.2794  -2.4215  -1.3109  0.2895
H  -3.0285  -1.4108  -0.3883  0.3320
H  -1.9819  0.6181  1.5661  0.3806


[3]
The following is a DFT calculation (the ωB97M-V functional and the def2-TZVPD basis) of a structure of composition C3H10N2O2.

Values from the calculation:
LUMO = 0.03233 hartree
Kohn-Sham gap = 8.88 eV
ΔE to the lowest compared entry with this formula, charge and spin = 113.8 kcal per mole
E_HOMO = -0.2941 Ha

Each line ends with the Mulliken charge.
Element x y z (Å)
C  0.5949  1.6327  -0.1683  -0.2519
N  1.1918  1.4141  1.0362  -0.4748
O  -0.7444  1.8540  -0.1818  -0.4853
H  -1.1519  1.2808  0.4973  0.4337
H  0.9328  0.4058  1.3741  0.4592
H  2.1999  1.4989  0.9729  0.2628
H  1.1149  2.2466  -0.8968  0.3865
H  0.6161  0.2335  -0.7009  0.0125
C  -0.8277  -1.3867  -1.2465  -1.1945
C  0.3249  -1.0248  -0.3259  0.2672
O  -1.1481  -0.4908  1.3427  -0.4532
N  0.1911  -1.0175  1.0254  -0.6528
H  -1.2211  -0.6774  2.2845  0.3157
H  1.2607  -1.5335  -0.5660  0.3985
H  -1.1332  -2.4209  -1.0745  0.3431
H  -0.5155  -1.2773  -2.2869  0.3696
H  -1.6852  -0.7374  -1.0856  0.2637


[4]
The following is a DFT calculation (the ωB97M-V functional and the def2-TZVPD basis) of a cluster of 2 separate species, C4H12 in total at a distorted geometry.

Values from the calculation:
LUMO = 0.04407 hartree
Kohn-Sham gap = 12.21 eV
ΔE to the lowest compared entry with this formula, charge and spin = 33.8 kcal per mole
SMILES = CC.CC
E_HOMO = -0.4047 Ha

Each line ends with the Mulliken charge.
Element x y z (Å)
C  0.6573  0.5942  2.1014  -0.7486
C  1.4757  0.7959  0.6939  -0.1451
H  1.2126  -0.0381  2.8969  0.2256
H  0.6891  1.6194  2.3767  0.2317
H  -0.2609  0.1273  1.8945  0.2850
H  1.5524  1.9064  0.5207  0.3100
H  2.4205  0.2691  0.7322  0.2914
H  0.7009  0.4742  -0.0616  -0.5437
C  -1.4028  -0.1279  -1.2667  -0.9396
C  -0.6207  -1.3573  -1.4226  -0.6290
H  -2.1353  0.0843  -2.0993  0.3289
H  -2.2071  -0.1238  -0.5569  0.3091
H  -0.7670  0.7296  -1.1220  0.2822
H  0.4811  -1.2081  -1.1739  0.2423
H  -0.6076  -1.4970  -2.4866  0.2792
H  -1.1882  -2.2482  -1.0267  0.2205


[5]
The following is a DFT calculation (the ωB97M-V functional and the def2-TZVPD basis) of the molecule C21H16ClN3O2 at a distorted geometry.

Values from the calculation:
LUMO = -0.00784 hartree
Kohn-Sham gap = 7.74 eV
SMILES = O=C(NCCc1ccccc1Cl)c1ccc2nc3ccccc3c(=O)n2c1
E_HOMO = -0.2923 Ha

Each line ends with the Mulliken charge.
Element x y z (Å)
O  1.7384  1.8597  -0.8207  -0.6612
C  1.5707  0.7144  -1.1925  0.3468
N  2.4903  0.0370  -1.9196  -0.1350
C  3.8155  0.5689  -2.1248  -0.7825
C  4.8327  -0.0367  -1.1395  -1.2097
C  4.3263  0.1401  0.2624  0.1017
C  4.4677  1.3634  0.9071  -0.2305
C  3.9261  1.5847  2.1585  -0.7064
C  3.2224  0.5774  2.7961  -0.4350
C  3.0734  -0.6523  2.1823  -0.7241
C  3.6228  -0.8570  0.9281  0.9627
Cl  3.4189  -2.4251  0.2064  -0.2089
C  0.2939  -0.0124  -0.9244  0.8998
C  0.1625  -1.4304  -0.8793  -0.3206
C  -1.0400  -1.9821  -0.5937  -1.4130
C  -2.1966  -1.1816  -0.3501  0.5921
N  -3.3290  -1.7555  -0.0960  -0.6757
C  -4.4242  -0.9883  0.1378  0.2651
C  -5.6495  -1.6142  0.4155  -0.3618
C  -6.7713  -0.8593  0.6520  -0.3511
C  -6.7148  0.5372  0.6203  -0.6023
C  -5.5268  1.1714  0.3508  -0.7075
C  -4.3699  0.4211  0.1077  0.1598
C  -3.1201  1.0910  -0.1765  0.5356
O  -2.9442  2.2880  -0.2390  -0.6606
N  -2.0250  0.2017  -0.3998  0.1672
C  -0.8081  0.7425  -0.6650  -0.4142
H  2.3473  -0.9369  -2.1312  0.2894
H  3.7412  1.6464  -1.9614  0.3898
H  4.1282  0.3751  -3.1542  0.4159
H  4.9750  -1.0948  -1.3633  0.3802
H  5.7859  0.4779  -1.2645  0.4140
H  5.0037  2.1546  0.4053  0.4042
H  4.0437  2.5466  2.6328  0.3877
H  2.7870  0.7445  3.7691  0.3925
H  2.5283  -1.4485  2.6662  0.4418
H  1.0193  -2.0672  -1.0344  0.2322
H  -1.1860  -3.0480  -0.5341  0.4913
H  -5.6759  -2.6920  0.4358  0.4608
H  -7.7115  -1.3468  0.8653  0.3883
H  -7.6078  1.1137  0.8082  0.4108
H  -5.4515  2.2479  0.3195  0.4521
H  -0.7690  1.8238  -0.6632  0.6183


[6]
The following is a DFT calculation (the ωB97M-V functional and the def2-TZVPD basis) of the molecule C2H5NS at a distorted geometry.

Values from the calculation:
LUMO = 0.03683 hartree
Kohn-Sham gap = 9.90 eV
ΔE to the lowest compared entry with this formula, charge and spin = 29.9 kcal per mole
SMILES = [H]/N=C/SC
E_HOMO = -0.3268 Ha

Each line ends with the Mulliken charge.
Element x y z (Å)
H  -2.2043  2.2108  0.3744  0.2382
N  -2.0431  1.1634  0.2096  -0.5489
C  -0.8810  0.8137  -0.1508  0.0676
S  -0.6033  -0.9659  -0.1965  -0.0625
C  1.1769  -1.1172  -0.0463  -0.9244
H  0.0672  1.5679  -0.2459  0.2486
H  1.2475  -2.1343  0.1062  0.3327
H  1.6754  -0.7643  0.8711  0.3230
H  1.5647  -0.7740  -0.9219  0.3256


[7]
The following is a DFT calculation (the ωB97M-V functional and the def2-TZVPD basis) of a structure of composition C20H17N5S6SbSe4Tc.

Values from the calculation:
Charge = +2
LUMO (spin up / spin down) = -0.27691 / -0.27692 hartree
Kohn-Sham gap (spin up / spin down) = 5.44 / 5.44 eV
ΔE to the lowest compared entry with this formula, charge and spin = 25.3 kcal per mole
E_HOMO (spin up / spin down) = -0.4768 / -0.4768 Ha

Each line ends with the Mulliken charge.
Element x y z (Å)
Tc  0.9190  1.3243  -0.5114  0.3844
S  -4.8052  4.3974  2.9309  -0.0755
C  -3.5578  3.7281  2.1929  0.1322
S  -3.6675  2.1971  1.3166  0.0159
C  -2.0145  2.1287  0.8200  0.1401
C  -1.1810  3.2058  1.2276  0.1710
S  0.3970  3.2178  0.7494  -0.0635
S  -1.9426  4.4421  2.1693  0.0164
S  -1.3408  0.9407  -0.0955  -0.1648
N  -1.0155  1.2782  -3.1373  0.1164
C  -0.2758  2.4645  -3.1461  0.5674
C  -0.5962  3.4138  -4.1186  -1.0166
C  0.1093  4.5922  -4.1634  -0.5366
C  1.1369  4.7890  -3.2448  -0.9023
C  1.3818  3.8130  -2.3152  -0.4001
N  0.6743  2.6623  -2.2327  0.9068
C  -0.4956  0.0073  -2.9509  0.7052
C  -0.9606  -1.0316  -3.7650  -0.9716
C  -0.4489  -2.2941  -3.6009  -0.6165
C  0.5367  -2.5033  -2.6345  -0.9456
C  0.9291  -1.4474  -1.8584  -0.9805
N  0.3984  -0.2004  -1.9791  0.8241
H  -1.7679  1.2935  -3.8103  0.2956
H  -1.3794  3.2038  -4.8346  0.3921
H  -0.1225  5.3408  -4.9086  0.4538
H  1.7335  5.6892  -3.2433  0.4702
H  2.1621  3.9398  -1.5783  0.4410
H  -1.6961  -0.8204  -4.5294  0.4165
H  -0.7888  -3.1056  -4.2301  0.4569
H  0.9927  -3.4719  -2.4910  0.5052
H  1.6795  -1.5552  -1.0878  0.7093
Se  6.9513  2.0489  -0.9119  -0.2847
Sb  5.5341  0.4670  -0.0507  0.8913
Se  3.1712  2.3183  0.2168  -0.2240
Se  3.2254  1.0355  -1.6750  -0.2290
Se  5.2005  -1.4458  1.1805  -0.2745
N  -0.5386  -1.9185  1.0858  -0.1150
C  0.4632  -1.4235  1.8045  0.5393
S  1.5951  -0.2410  1.2630  -0.1566
N  0.6508  -1.8903  3.0365  -0.0696
C  -0.1253  -2.9325  3.6516  -0.3752
C  -0.9492  -2.6123  4.7205  -0.2812
C  -1.6879  -3.6165  5.3290  -0.5866
C  -1.6102  -4.9198  4.8599  -0.4628
C  -0.7842  -5.2291  3.7870  -0.5426
C  -0.0292  -4.2361  3.1818  -0.0039
H  -0.6730  -1.6275  0.1354  0.0815
H  -1.1677  -2.6004  1.4856  0.2578
H  1.3675  -1.4297  3.5800  0.2633
H  -1.0049  -1.5906  5.0742  0.4595
H  -2.3255  -3.3792  6.1696  0.3902
H  -2.1887  -5.6993  5.3364  0.4078
H  -0.7133  -6.2486  3.4333  0.4004
H  0.6453  -4.4684  2.3667  0.4677